Entry from the OMol25 dataset: a 2-piece molecular cluster, C6H12N2O overall in a non-equilibrium geometry (the ωB97M-V functional and the def2-TZVPD basis).

CARTESIAN COORDINATES (ANGSTROEM)
C: 1.7363 1.3935 0.3616
C: 1.8588 0.0553 -0.3172
C: 3.0327 -0.5828 -0.7893
C: 1.1967 -1.8614 -1.0574
N: 0.8328 -0.7524 -0.3054
N: 2.4881 -1.7996 -1.3081
H: 2.6537 1.7095 0.9632
H: 0.8704 1.1745 1.0307
H: 4.1094 -0.2081 -0.7844
H: 0.4662 -2.6720 -1.0805
H: 3.0599 -2.3022 -1.8451
H: 1.3571 2.2628 -0.0136
C: -2.4102 0.2615 0.0305
C: -2.5066 0.4987 1.5541
O: -3.5362 0.7838 -0.6611
H: -1.6114 0.8770 -0.3508
H: -2.1878 -0.7331 -0.1485
H: -3.4339 0.1481 2.0280
H: -3.7368 0.0092 -1.3433
H: -2.5769 1.5887 1.8154
H: -1.6624 0.1491 2.2214

The HOMO energy comes out at -8.5 eV. Its energy above the lowest of the compared OMol25 structures with the same formula, charge and spin is 59.8 kcal/mol. Its total energy is -420.48864 Eh. The SMILES is Cc1c[nH]cn1.CCO.

---

Entry from the OMol25 dataset: C33H77N2O2P as an isolated structure in a non-equilibrium geometry (the ωB97M-V functional and the def2-TZVPD basis).

CARTESIAN COORDINATES (ANGSTROEM)
O: 0.6941 -0.4179 0.4441
H: 0.0391 -0.7088 -0.2198
C: -1.0568 4.2283 -3.9686
C: -0.9035 2.6858 -3.6103
C: -0.1452 2.4656 -2.2458
C: -0.0062 1.0078 -1.7043
P: -1.3224 0.2457 -0.5900
C: -1.4366 -1.5990 -0.8250
C: -2.3332 -2.2859 0.3015
C: -2.6344 -3.7530 -0.1434
C: -3.3415 -4.0504 -1.4876
C: -2.9869 0.8813 -1.2050
C: -3.4220 2.3332 -0.8876
C: -4.5975 2.7660 -1.7900
C: -4.8938 4.2406 -1.7998
C: -1.2627 0.8666 1.1798
C: -0.9353 2.3875 1.5043
C: 0.6192 2.8540 1.3339
C: 0.8231 4.3653 1.4843
H: -1.9802 4.6858 -3.6135
H: -1.0440 4.3439 -5.0523
H: -0.2824 4.8414 -3.5075
H: -0.4053 2.1792 -4.4368
H: -1.9104 2.2701 -3.5728
H: -0.4654 3.0723 -1.3987
H: 0.8198 2.9337 -2.4400
H: 0.8912 0.8180 -1.1154
H: 0.0528 0.4255 -2.6238
H: -0.4125 -1.9724 -0.8272
H: -1.8764 -1.6765 -1.8193
H: -3.2007 -1.6282 0.2462
H: -1.8126 -2.1911 1.2544
H: -3.1943 -4.1428 0.7067
H: -1.6969 -4.3084 -0.1194
H: -4.4281 -4.0027 -1.4162
H: -3.2249 -5.1334 -1.5291
H: -2.8595 -3.6505 -2.3796
H: -3.7898 0.3288 -0.7169
H: -3.1106 0.5134 -2.2236
H: -2.5655 3.0068 -0.8602
H: -3.7461 2.2807 0.1518
H: -5.4647 2.1692 -1.5074
H: -4.2432 2.3909 -2.7502
H: -4.0169 4.7883 -2.1452
H: -5.1144 4.6091 -0.7979
H: -5.8320 4.5179 -2.2803
H: -0.4596 0.3090 1.6615
H: -2.2594 0.5704 1.5069
H: -1.1480 2.4015 2.5733
H: -1.5538 3.1834 1.0895
H: 1.1117 2.5551 0.4086
H: 1.2870 2.3913 2.0606
H: 0.4637 4.6397 2.4761
H: 0.1442 4.8235 0.7652
H: 1.8674 4.6770 1.4646
C: 1.5283 1.6498 3.8124
C: 1.4092 0.4711 2.8010
N: 1.3985 -1.0156 3.3811
C: 0.9954 -1.8651 2.1937
C: 2.7987 -1.3065 4.0116
C: 4.0267 -1.1446 2.9761
C: 0.2425 -1.0534 4.5123
C: -1.1797 -0.7333 4.0108
O: -1.4121 0.6168 3.9067
C: -2.8127 0.9109 3.8914
H: 1.6734 2.5950 3.2893
H: 2.3891 1.5294 4.4701
H: 0.5621 1.7430 4.3082
H: 2.2345 0.5671 2.0956
H: 0.4854 0.5633 2.2298
H: 0.0867 -1.5743 1.6667
H: 0.8351 -2.8599 2.6095
H: 1.7867 -1.7257 1.4572
H: 2.8115 -2.3043 4.4502
H: 2.9140 -0.7332 4.9315
H: 3.9045 -1.7223 2.0599
H: 5.0640 -1.1705 3.3098
H: 4.1727 -0.1236 2.6236
H: 0.3671 -0.2334 5.2194
H: 0.2493 -1.9741 5.0957
H: -1.7407 -1.0345 4.8955
H: -1.5116 -1.3308 3.1618
H: -3.2090 0.4105 3.0078
H: -2.9983 1.9827 3.8217
H: -3.3141 0.7446 4.8448
C: 0.4190 -0.2004 -5.2833
C: 0.4121 -1.4043 -4.2337
C: 1.5455 -1.0620 -3.3087
C: 1.4351 -1.7152 -1.9044
N: 2.7272 -1.9587 -1.0359
C: 3.8328 -2.7971 -1.7772
C: 4.3602 -3.8025 -0.7810
C: 3.7849 -3.3228 0.6214
C: 2.4427 -2.8318 0.2464
C: 3.2368 -0.5338 -0.5451
H: 0.6060 0.7689 -4.8211
H: -0.5617 -0.0890 -5.7459
H: 1.1681 -0.2721 -6.0719
H: 0.4874 -2.3499 -4.7707
H: -0.5132 -1.5420 -3.6743
H: 1.5625 0.0178 -3.1611
H: 2.5052 -1.3131 -3.7605
H: 0.8703 -2.6328 -2.0691
H: 0.7664 -1.0386 -1.3721
H: 4.5768 -2.0470 -2.0452
H: 3.4700 -3.1623 -2.7380
H: 5.4499 -3.8153 -0.8048
H: 4.0424 -4.7921 -1.1093
H: 4.3492 -2.5596 1.1573
H: 3.9445 -4.1488 1.3145
H: 2.0246 -2.2735 1.0841
H: 1.7392 -3.6180 -0.0278
H: 4.1074 -0.6929 0.0912
H: 2.3767 -0.0884 -0.0450
H: 3.6372 -0.1344 -1.4768

The HOMO energy comes out at -13.9 eV. Its energy above the lowest of the compared OMol25 structures with the same formula, charge and spin is 176.7 kcal/mol. Its total charge is +2. Its total energy is -1903.83060 Eh.

---

Entry from the OMol25 dataset: one molecule with the formula C4H9NO (the ωB97M-V functional and the def2-TZVPD basis).

CARTESIAN COORDINATES (ANGSTROEM)
C: -0.6373 -1.3259 0.6265
C: -0.2965 -0.0176 -0.0995
C: -1.3059 1.0802 0.2222
C: 1.1038 0.4251 0.3188
O: 1.3077 1.1375 1.2862
N: 2.1218 -0.0555 -0.4526
H: -0.6161 -1.1717 1.7107
H: 0.0740 -2.1229 0.3829
H: -1.6392 -1.6690 0.3478
H: -0.3000 -0.2068 -1.1817
H: -1.0888 1.9956 -0.3369
H: -2.3233 0.7591 -0.0255
H: -1.2615 1.3262 1.2864
H: 1.9659 -0.7025 -1.2072
H: 3.0683 0.1297 -0.1582

The HOMO energy comes out at -9.7 eV. Its energy above the lowest of the compared OMol25 structures with the same formula, charge and spin is 0.1 kcal/mol. Its total energy is -287.83229 Eh. The SMILES is CC(C)C(N)=O.

---

Entry from the OMol25 dataset: an isolated ion of composition C7H6NO4S and charge -1 in a non-equilibrium geometry (the ωB97M-V functional and the def2-TZVPD basis).

CARTESIAN COORDINATES (ANGSTROEM)
C: -0.5400 1.5632 0.0051
C: 0.8071 1.6489 0.1121
C: -1.2608 0.3427 -0.0555
C: -0.8204 -0.8402 0.5008
C: 1.3295 -0.2988 1.3953
C: 1.6565 0.4159 0.0833
C: 1.4565 -0.4456 -1.1433
N: -2.5343 0.3720 -0.6855
O: 0.1554 -0.9022 1.4673
O: 2.0640 -0.2560 2.3550
O: -0.9665 -3.4476 0.9911
O: 1.0101 -0.0724 -2.2019
S: -1.6366 -2.3567 0.1932
H: -1.1235 2.4672 -0.1140
H: 1.3025 2.6009 0.2229
H: 2.7236 0.6666 0.1224
H: 1.8319 -1.4831 -1.0179
H: -3.0002 -0.5171 -0.5467
H: -2.4545 0.5423 -1.6836

The HOMO energy comes out at -2.5 eV. Its energy above the lowest of the compared OMol25 structures with the same formula, charge and spin is 0.0 kcal/mol. Its total charge is -1. Its total energy is -1024.24294 Eh. The SMILES is NC1=C(S[O-])OC(=O)[C@@H](C=O)C=C1.